Entry 1:
ORCA calculation (ωB97M-V with the def2-TZVPD basis set) on C23H41CeN2OP3 as an isolated structure at a distorted geometry.

Last column: Löwdin spin population.
Positions of all 71 atoms, in Å:
Ce -0.42 0.72 -0.18  0.020
P -1.93 -1.67 0.43  -0.001
P 1.24 -0.90 2.00  -0.001
P 1.24 -1.39 -1.51  0.001
H -0.81 6.17 -6.52  0.000
C -0.89 5.25 -7.09  0.089
C -2.03 4.57 -7.26  0.128
H -2.99 4.91 -6.89  0.004
C -3.56 -1.20 1.12  0.000
C -1.66 -3.22 1.40  0.000
C -2.47 -2.39 -1.17  0.000
C 2.79 0.08 2.19  0.000
C 0.57 -0.74 3.70  0.000
C 1.90 -2.59 2.15  0.000
C 0.73 -1.24 -3.27  0.001
C 1.49 -3.21 -1.42  0.000
C 2.99 -0.81 -1.64  0.000
H 0.02 4.94 -7.62  0.001
H -2.04 3.67 -7.89  0.003
H -3.99 -0.37 0.54  0.000
H -3.46 -0.87 2.16  0.000
H -4.24 -2.06 1.07  0.000
H -1.41 -2.98 2.45  0.000
H -0.85 -3.82 0.98  0.000
H -2.59 -3.81 1.40  0.000
H -2.73 -1.58 -1.87  0.000
H -3.35 -3.01 -1.00  0.000
H -1.68 -3.00 -1.63  0.000
H 3.41 -0.41 2.96  0.000
H 2.57 1.11 2.50  0.000
H 3.34 0.09 1.23  0.000
H 1.16 -1.38 4.37  0.000
H -0.46 -1.11 3.73  0.000
H 0.59 0.30 4.06  0.000
H 2.98 -2.57 2.27  0.000
H 1.67 -3.18 1.26  0.000
H 1.47 -3.08 3.03  0.000
H 1.24 -2.02 -3.85  0.000
H 1.00 -0.25 -3.67  0.000
H -0.36 -1.38 -3.35  0.000
H 1.64 -3.60 -2.44  0.000
H 0.59 -3.68 -0.98  0.000
H 2.37 -3.45 -0.81  0.000
H 3.43 -1.18 -2.58  0.000
H 3.58 -1.19 -0.79  0.000
H 3.00 0.29 -1.63  0.000
C -0.70 2.28 -3.13  0.159
C 0.42 3.16 -3.18  0.107
C 0.86 3.56 -4.44  0.043
C 0.20 3.15 -5.58  0.242
C -1.00 2.45 -5.50  0.076
C -1.48 2.02 -4.27  0.019
O -1.00 1.62 -2.03  0.107
H 0.92 1.64 -0.88  -0.001
H 0.97 3.43 -2.28  0.002
H 1.71 4.22 -4.52  -0.001
H 0.58 3.43 -6.55  0.004
H -1.62 2.29 -6.37  -0.001
H -2.35 1.37 -4.15  -0.001
N 2.47 3.46 5.13  0.000
C 1.46 3.18 4.61  0.000
C 0.23 2.79 3.92  0.000
C -0.98 2.67 4.64  0.000
C -2.10 2.19 3.97  0.000
C -2.01 1.87 2.62  0.000
N -0.86 1.99 1.92  0.001
C 0.24 2.51 2.55  0.000
H -1.02 2.98 5.69  0.000
H -3.05 2.05 4.49  0.000
H -2.87 1.51 2.05  0.000
H 1.14 2.69 1.95  0.000

Summary:
HOMO (spin up / spin down): -17.1 / -16.7 eV
ΔE to the lowest compared entry with this formula, charge and spin: 0.0 kcal/mol
E_tot: -2583.84958 Ha
HOMO-LUMO gap (spin up / spin down): 6.85 / 5.31 eV
Net charge: +3
Multiplicity: 2

Entry 2:
ORCA calculation (ωB97M-V with the def2-TZVPD basis set) on C23H41GaN2OP3 as an isolated structure at a distorted geometry.

Last column: Löwdin charge in e.
Positions of all 71 atoms, in Å:
Ga -3.48 -2.53 -2.03  0.853
P 0.52 2.08 0.66  0.881
P -3.69 -0.23 -2.01  0.799
P 3.72 0.28 0.18  0.806
H -2.56 -3.88 -3.98  0.118
C -2.25 -3.66 -2.94  -0.122
C -2.97 -4.33 -1.83  -0.127
H -3.74 -5.07 -2.07  0.113
C 0.95 3.53 -0.30  -0.188
C -1.16 2.27 1.25  -0.217
C 1.53 1.95 2.13  -0.224
C -5.20 0.39 -2.81  -0.189
C -3.70 0.55 -0.36  -0.215
C -2.28 0.48 -2.92  -0.198
C 4.17 -1.33 -0.59  -0.279
C 5.25 0.64 1.12  -0.277
C 3.96 1.41 -1.25  -0.288
H -1.18 -3.48 -2.84  0.075
H -2.39 -4.57 -0.93  0.096
H 1.20 4.35 0.38  0.078
H 0.09 3.83 -0.92  0.063
H 1.81 3.32 -0.95  0.043
H -1.21 3.09 1.98  0.088
H -1.50 1.34 1.74  0.034
H -1.83 2.50 0.41  0.038
H 1.51 2.92 2.63  0.081
H 2.57 1.69 1.87  -0.012
H 1.13 1.18 2.81  0.034
H -5.60 1.25 -2.25  0.084
H -5.95 -0.41 -2.83  0.065
H -4.98 0.69 -3.85  0.081
H -4.06 1.58 -0.44  0.088
H -2.69 0.55 0.06  0.021
H -4.36 0.00 0.32  0.071
H -2.52 1.51 -3.23  0.089
H -2.09 -0.12 -3.82  0.069
H -1.36 0.48 -2.31  0.041
H 5.18 -1.61 -0.28  0.048
H 4.08 -1.29 -1.68  0.037
H 3.46 -2.08 -0.22  0.021
H 6.09 0.08 0.69  0.047
H 5.11 0.34 2.16  0.045
H 5.47 1.72 1.09  0.049
H 4.77 1.03 -1.89  0.056
H 4.20 2.42 -0.88  0.045
H 3.04 1.48 -1.85  -0.001
C 1.15 -0.88 -2.31  -0.391
C 1.46 -0.25 -3.55  0.014
C 2.00 -1.01 -4.59  -0.023
C 2.17 -2.39 -4.46  -0.002
C 1.74 -3.03 -3.29  -0.045
C 1.18 -2.30 -2.26  -0.029
O 0.88 -0.19 -1.23  -0.127
H 0.67 0.88 -0.24  0.014
H 1.30 0.82 -3.65  0.127
H 2.28 -0.51 -5.51  0.130
H 2.63 -2.96 -5.27  0.137
H 1.85 -4.12 -3.18  0.134
H 0.80 -2.79 -1.37  0.090
N -0.29 0.28 5.20  0.226
C -0.58 -0.34 4.25  -0.153
C -0.95 -1.12 3.09  -0.218
C 0.03 -1.62 2.22  0.022
C -0.40 -2.36 1.11  -0.112
N -1.68 -2.51 0.79  0.045
C -2.61 -2.08 1.64  -0.149
C -2.29 -1.38 2.81  0.009
H 1.09 -1.47 2.40  0.131
H 0.34 -2.84 0.47  0.098
H -3.65 -2.28 1.39  0.111
H -3.09 -1.04 3.48  0.140

Summary:
HOMO (spin up / spin down): -15.0 / -15.2 eV
ΔE to the lowest compared entry with this formula, charge and spin: 100.8 kcal/mol
E_tot: -4033.43180 Ha
HOMO-LUMO gap (spin up / spin down): 4.24 / 2.92 eV
Net charge: +3

Entry 3:
ORCA calculation (ωB97M-V with the def2-TZVPD basis set) on C23H41IrNO2P2 as an isolated structure at a distorted geometry.

Last column: Löwdin spin population.
Positions of all 70 atoms, in Å:
Ir -0.33 -0.54 1.79  1.358
C 2.40 -1.34 0.83  0.305
C 1.59 -0.51 1.69  0.164
C 1.59 -2.89 2.39  0.284
C 2.38 -2.69 1.27  0.071
C 1.04 -1.56 2.82  0.211
C 3.32 -0.80 -0.17  0.058
H 3.27 0.29 -0.20  0.000
H 3.07 -1.18 -1.16  0.017
H 4.36 -1.08 0.04  0.014
C 3.25 -3.74 0.68  -0.002
H 4.06 -3.34 0.09  0.000
H 2.72 -4.43 0.03  0.000
H 3.73 -4.36 1.44  0.000
C 1.68 -4.13 3.22  0.044
H 2.75 -4.40 3.32  0.012
H 1.19 -4.99 2.73  0.013
H 1.28 -4.03 4.24  0.000
C 1.15 -1.21 4.26  0.032
H 2.20 -1.07 4.53  0.010
H 0.75 -2.02 4.88  0.005
H 0.60 -0.28 4.45  0.003
C 1.93 0.88 2.10  0.088
H 2.75 0.85 2.84  0.013
H 1.04 1.36 2.56  0.023
H 2.20 1.46 1.21  0.001
C 1.11 -0.58 -3.15  -0.003
C 1.78 0.51 -3.60  0.008
C 1.56 1.84 -2.94  0.003
C 0.82 1.49 -1.65  0.005
C -0.66 0.94 -1.78  0.094
C -1.50 -0.08 -2.49  0.607
C -1.21 -1.21 -3.37  0.101
C 0.15 -1.16 -4.13  0.001
H 0.95 2.55 -3.53  0.001
H 0.80 2.33 -0.95  0.001
H 2.51 2.38 -2.74  0.000
H 0.03 -0.60 -5.09  0.001
H 1.13 -1.01 -2.16  0.002
H 2.33 0.51 -4.55  0.000
H 0.51 -2.15 -4.43  0.000
H -1.29 -2.12 -2.77  0.027
H -2.29 -0.34 -1.72  0.020
H -2.00 -1.31 -4.13  0.026
H 1.41 0.72 -1.13  0.003
H -0.67 0.45 -0.74  0.037
P -1.97 2.23 -1.43  0.032
C -2.88 2.32 -3.01  0.028
C -1.40 3.93 -1.17  0.011
P -2.07 0.99 1.60  0.061
C -3.00 1.59 -0.08  0.016
C -2.06 2.65 2.49  0.016
C -3.73 0.48 2.32  0.001
H -3.53 1.45 -3.12  0.010
H -2.13 2.30 -3.82  0.003
H -3.51 3.22 -3.14  0.002
H -2.19 4.67 -1.32  0.002
H -0.60 4.19 -1.88  0.000
H -1.01 4.11 -0.16  0.000
H -4.56 1.18 2.14  0.001
H -3.50 0.45 3.39  0.000
H -4.00 -0.53 1.99  0.002
H -3.64 0.76 -0.46  0.000
H -3.68 2.44 0.20  0.001
H -2.12 2.46 3.58  0.000
H -2.93 3.29 2.21  0.002
H -1.13 3.19 2.27  0.000
O -1.43 -2.11 0.05  0.054
N -2.28 -1.37 0.55  0.023
O -2.13 -1.31 1.95  0.076

Summary:
HOMO (spin up / spin down): -9.0 / -10.5 eV
ΔE to the lowest compared entry with this formula, charge and spin: 119.3 kcal/mol
E_tot: -1892.54005 Ha
HOMO-LUMO gap (spin up / spin down): 6.01 / 6.31 eV
Net charge: +1
Multiplicity: 5